[1]
Here is C19H18AgBrNO4S as an isolated structure from OMol25. Energies are from ωB97M-V/def2-TZVPD.

XYZ file:
```
45
Properties=species:S:1:pos:R:3:lowdin_charge:R:1
Ag -0.234 0.584 -0.793 0.6643
Br -2.862 -0.428 0.000 0.7225
C -2.410 -0.165 1.840 -0.5916
C -3.325 -0.644 2.733 -0.1591
C -3.112 -0.478 4.114 -0.0952
C -2.000 0.176 4.547 -0.0524
C -1.048 0.680 3.629 -0.1806
C 0.090 1.364 4.113 -0.0655
C 1.015 1.850 3.240 -0.1046
C 0.846 1.658 1.853 -0.1689
C -0.231 0.994 1.295 -0.2430
C -1.213 0.509 2.223 -0.2479
H -4.211 -1.150 2.376 0.0856
H -3.837 -0.870 4.816 0.0984
H -1.821 0.318 5.606 0.1060
H 0.209 1.484 5.184 0.1023
H 1.890 2.372 3.609 0.0941
H 1.626 2.047 1.207 0.0687
C -2.431 3.421 -0.212 -0.0237
C -1.718 3.638 -1.516 -0.4897
C -1.648 5.033 -2.100 -0.0190
O -1.201 2.716 -2.115 -0.0162
H -2.766 4.348 0.247 0.0735
H -1.762 2.876 0.460 0.0567
H -3.287 2.768 -0.390 0.0784
H -2.106 5.787 -1.467 0.0685
H -2.140 5.027 -3.073 0.0852
H -0.599 5.280 -2.268 0.0862
N 0.747 -0.364 -2.560 -0.0160
C 1.473 -1.614 -2.398 -0.3236
C 1.570 -2.506 -3.462 -0.0463
C 2.295 -3.675 -3.316 -0.0573
C 2.937 -3.957 -2.114 -0.2573
C 2.828 -3.069 -1.065 -0.0500
C 2.088 -1.899 -1.194 -0.0452
S 3.877 -5.489 -1.974 0.3966
O 4.639 -5.534 -3.216 -0.3748
O 4.678 -5.311 -0.772 -0.3755
O 2.849 -6.515 -1.873 -0.3677
H 0.099 -0.462 -3.336 0.0819
H 1.404 0.361 -2.838 0.0901
H 1.089 -2.276 -4.407 0.1021
H 2.395 -4.375 -4.135 0.1137
H 3.332 -3.299 -0.135 0.1098
H 1.985 -1.212 -0.362 0.0867
```

Properties
Spin multiplicity ... 1
Total charge ... -1
Lowest unoccupied orbital energy ... 2.11 eV


[2]
Here is C29H35BrN6ReSe2Si as an isolated structure from OMol25. Energies are from ωB97M-V/def2-TZVPD.

XYZ file:
```
75
Properties=species:S:1:pos:R:3:mulliken_spin:R:1
Re -0.134 -0.215 0.053 1.9478
C 0.739 2.463 -0.938 -0.0052
N 0.727 1.743 0.346 0.0231
C 2.095 1.502 0.834 -0.0198
C 2.720 0.272 0.209 -0.0057
C 4.096 0.162 0.082 0.0073
C 4.649 -0.996 -0.443 -0.0072
C 3.789 -2.007 -0.847 -0.0027
C 2.428 -1.831 -0.690 -0.0270
N 1.893 -0.729 -0.149 -0.0123
C -0.121 2.479 1.297 -0.0102
C -1.581 2.126 1.081 0.0127
C -2.581 2.925 1.607 0.0051
C -3.902 2.516 1.502 -0.0063
C -4.178 1.332 0.839 -0.0060
C -3.129 0.593 0.323 -0.0228
N -1.856 0.965 0.456 -0.0048
C 0.874 1.525 -2.105 0.0222
C 1.577 1.873 -3.245 0.0018
C 1.588 1.001 -4.323 -0.0092
C 0.885 -0.188 -4.214 0.0023
C 0.239 -0.482 -3.026 0.0053
N 0.240 0.351 -1.986 -0.0181
H 1.530 3.221 -0.956 -0.0014
H -0.222 2.976 -1.058 -0.0063
H 2.046 1.324 1.915 -0.0010
H 2.734 2.375 0.667 -0.0005
H 4.725 0.977 0.400 0.0005
H 5.717 -1.108 -0.538 -0.0005
H 4.158 -2.923 -1.277 0.0014
H 1.732 -2.598 -1.006 0.0037
H 0.039 3.562 1.228 0.0015
H 0.133 2.172 2.319 -0.0079
H -2.320 3.835 2.119 -0.0002
H -4.695 3.106 1.929 -0.0005
H -5.190 0.973 0.744 0.0015
H -3.298 -0.340 -0.197 -0.0079
H 2.108 2.809 -3.279 0.0010
H 2.132 1.248 -5.222 -0.0005
H 0.838 -0.890 -5.029 0.0008
H -0.290 -1.417 -2.902 -0.0132
C -5.783 0.381 -5.342 -0.0014
Si -5.383 0.359 -3.487 -0.0299
C -6.658 -0.613 -2.465 0.0224
C -5.019 2.078 -2.739 0.0391
Se -3.302 -0.699 -3.186 0.9715
H -6.699 0.938 -5.514 0.0001
H -5.932 -0.628 -5.715 0.0016
H -4.995 0.842 -5.930 0.0004
H -7.642 -0.504 -2.909 -0.0003
H -6.709 -0.254 -1.441 -0.0029
H -6.423 -1.673 -2.438 -0.0039
H -5.833 2.763 -2.944 0.0025
H -4.110 2.502 -3.156 -0.0010
H -4.895 2.012 -1.662 -0.0133
Br -1.108 -2.412 -0.459 0.1350
C 1.815 -0.284 5.142 0.0041
N 2.058 -1.247 4.100 0.0059
C 1.259 -1.501 3.050 0.0025
Se -0.297 -0.607 2.602 0.0213
N 1.790 -2.498 2.318 0.0081
C 2.969 -2.907 2.899 -0.0015
C 3.898 -3.872 2.544 0.0003
C 5.001 -4.007 3.365 0.0009
C 5.174 -3.211 4.501 0.0011
C 4.253 -2.246 4.862 -0.0009
C 3.144 -2.102 4.039 0.0016
H 0.847 0.191 4.970 -0.0020
H 2.600 0.476 5.152 -0.0008
H 1.793 -0.780 6.114 0.0005
H 1.311 -2.932 1.541 -0.0024
H 3.754 -4.499 1.680 0.0002
H 5.751 -4.748 3.131 0.0001
H 6.049 -3.360 5.114 0.0001
H 4.388 -1.637 5.741 0.0000
```

Properties
Spin multiplicity ... 4
Total charge ... +2
Lowest unoccupied orbital energy (spin up / spin down) ... -5.38 / -6.10 eV


[3]
Here is the molecule C5H4O2 from OMol25. Energies are from ωB97M-V/def2-TZVPD.

XYZ file:
```
11
Properties=species:S:1:pos:R:3:lowdin_charge:R:1
O 0.196 2.181 -0.187 0.1498
C -0.407 1.220 0.202 -0.5028
O -0.115 0.663 1.453 0.0556
C 0.477 -0.549 1.343 -0.1032
C 0.547 -1.123 0.132 -0.0606
C -0.162 -0.468 -0.961 -0.0649
C -1.176 0.419 -0.735 0.0341
H 0.905 -0.902 2.276 0.1331
H 1.078 -2.047 -0.054 0.1072
H 0.339 -0.309 -1.910 0.1368
H -1.682 0.915 -1.560 0.1150
```

Properties
Spin multiplicity ... 1
Lowest unoccupied orbital energy ... -0.23 eV
SMILES string ... O=c1cccco1
Energy relative to the best compared isomer or geometry (same formula, charge and spin) ... 57.7 kcal per mole